1.
The following is a DFT calculation (ωB97M-V with the def2-TZVPD basis set) of C24H19BrF3N3ORbSTe as an isolated structure in a non-equilibrium geometry.

Structure (ORCA input):
```
! wB97M-V def2-TZVPD RIJCOSX def2/J DEFGRID3
* xyz -1 1
Te 1.9174 2.8806 2.1730
Rb 0.5275 -0.4563 -2.0913
Br -3.4501 5.0542 -5.2866
S 1.9837 -3.6929 -1.8936
F 3.9602 -5.8890 0.2690
F 4.7546 -5.1109 -1.6055
F 5.9553 -4.9370 0.2599
O 0.6361 2.2055 -2.1116
N 2.6334 -1.6008 -0.3900
N -1.8641 0.9472 -0.7770
N -1.3362 -1.6403 -0.1070
C -2.3557 1.9465 -1.4438
C 0.2634 1.9694 1.2678
C 3.3590 -0.8794 0.4139
C 4.5339 -1.3570 1.0193
C -2.6299 0.3548 0.2460
C -3.5726 1.0147 0.9953
C -2.0883 4.2948 -4.1653
C -0.7264 4.6180 -4.2977
C 4.0969 -3.4777 -0.0221
C -3.1080 -1.7183 1.4588
C -0.2725 2.9514 -2.5875
C -2.8486 -3.1253 1.6659
C -1.8318 -3.7169 0.9112
C -2.5501 3.5345 -3.1258
C 0.1552 4.0222 -3.4440
C -1.0805 -2.9076 0.0727
C -4.0902 -1.0308 2.2028
C -1.6675 2.8177 -2.3536
C -2.3307 -1.0559 0.5418
C 2.8769 -2.8994 -0.6626
C -4.3362 0.2792 1.9474
C 4.6815 -4.8945 -0.2624
C 4.8713 -2.6535 0.7835
C 1.6838 2.0631 4.0975
H -3.6790 2.0341 0.7808
H 5.1426 -0.6826 1.6062
H -4.9937 0.8931 2.5300
H -1.7540 -4.7993 0.9266
H -0.5237 5.3421 -5.0635
H 1.2583 4.1921 -3.5863
H 2.1735 1.1150 4.2208
H 0.6176 1.8660 4.2914
H -0.6484 2.3543 1.6993
H 5.8095 -3.0154 1.2556
H 2.9435 0.1057 0.6509
H -3.4743 -3.6741 2.3530
H -3.3410 2.2182 -1.2254
H 1.9230 2.8054 4.8722
H -4.6478 -1.5248 3.0148
H 0.3087 2.0494 0.1689
H -3.6345 3.2329 -3.1322
H 0.1631 0.8995 1.5302
H -0.3947 -3.3217 -0.5917
*
```

Kohn-Sham gap: 6.408 eV
LUMO: 2.001 eV
energy above the lowest of the compared OMol25 structures with the same formula, charge and spin: 14.7 kJ/mol

Mulliken atomic charge list, values in e, 6 entries: 0.17 0.79 -0.27 -0.46 -0.25 -0.24

2.
The following is a DFT calculation (ωB97M-V with the def2-TZVPD basis set) of a 2-piece molecular cluster, C3H11N2 overall in a non-equilibrium geometry.

Structure (ORCA input):
```
! wB97M-V def2-TZVPD RIJCOSX def2/J DEFGRID3
* xyz 1 1
N -1.2582 0.0839 -1.1378
N 0.7498 -0.5878 0.3798
C 0.3690 -0.4181 1.5738
C -1.8389 1.3565 -0.5889
C 2.2065 -0.6352 0.0421
H -1.1638 0.1442 -2.1453
H -2.8360 1.5530 -0.9944
H -0.1244 -0.3203 -0.3831
H 1.0839 -0.3476 2.3881
H -1.8181 1.4041 0.4966
H 2.3274 -1.2713 -0.8281
H -2.0276 -0.5666 -1.0078
H -0.6576 -0.4215 1.9128
H -1.2787 2.1745 -1.0407
H 2.6139 -0.9417 1.0008
H 2.6184 0.3406 -0.1999
*
```

Kohn-Sham gap: 11.107 eV
LUMO: -4.040 eV
energy above the lowest of the compared OMol25 structures with the same formula, charge and spin: 133.3 kJ/mol

Mulliken atomic charge list, values in e, 6 entries: -0.60 -0.08 -0.21 -0.79 -0.75 0.28

3.
The following is a DFT calculation (ωB97M-V with the def2-TZVPD basis set) of CHCl4N3 in the gas phase in a non-equilibrium geometry.

Structure (ORCA input):
```
! wB97M-V def2-TZVPD RIJCOSX def2/J DEFGRID3
* xyz 0 1
Cl 1.5945 0.5298 1.1839
Cl 0.9307 2.4361 -0.7336
Cl -0.3735 -1.2925 2.3140
Cl 1.9894 0.2518 -2.1598
N 0.3074 0.0830 0.1147
N -1.6388 -1.0135 -0.2117
N 0.5296 0.8292 -1.2079
C -0.8084 -0.4725 0.5837
H -2.5310 -1.3514 0.1167
*
```

SMILES: [H]/N=C(\Cl)N(Cl)N(Cl)Cl
Kohn-Sham gap: 8.655 eV
LUMO: -1.369 eV
energy above the lowest of the compared OMol25 structures with the same formula, charge and spin: 11.4 kJ/mol

Mulliken atomic charge list, values in e, 6 entries: 0.01 0.04 -0.23 0.04 0.01 -0.52

4.
The following is a DFT calculation (ωB97M-V with the def2-TZVPD basis set) of C3H2N4O as an isolated structure in a non-equilibrium geometry.

Structure (ORCA input):
```
! wB97M-V def2-TZVPD RIJCOSX def2/J DEFGRID3
* xyz 0 1
O 0.9831 1.5941 2.3690
N -1.4468 -0.4407 -1.4851
N -0.6121 0.0485 -0.6250
N 0.2225 -1.8397 -1.2584
N -0.9690 -1.5964 -1.8203
C 0.6165 0.5344 -0.0806
C 0.4519 -0.8399 -0.4705
C 0.2586 0.9111 1.7975
H -0.6927 0.2862 1.9957
H 1.1880 1.3424 -0.4224
*
```

Kohn-Sham gap: 9.637 eV
LUMO: 0.116 eV
energy above the lowest of the compared OMol25 structures with the same formula, charge and spin: 517.1 kJ/mol

Mulliken atomic charge list, values in e, 6 entries: -0.34 -0.48 0.24 -0.41 -0.11 -0.09

5.
The following is a DFT calculation (ωB97M-V with the def2-TZVPD basis set) of C6H5N3O2 in the gas phase in a non-equilibrium geometry.

Structure (ORCA input):
```
! wB97M-V def2-TZVPD RIJCOSX def2/J DEFGRID3
* xyz 0 1
O 0.9018 4.2485 -2.8089
O 2.9909 1.6306 -2.6307
N 0.0950 3.1380 0.4678
N 2.0683 1.3171 -1.9257
N 0.4930 3.9343 -1.7638
C 0.3156 0.4174 -0.3405
C 0.4545 3.2175 -0.7958
C -0.2629 2.1916 1.2364
C -0.2693 0.8860 0.8073
C 0.1815 -1.0059 -0.8413
C 1.2301 1.0946 -1.1219
H -0.6439 2.3743 2.1543
H -0.8845 0.0935 1.3098
H -0.8885 -1.3039 -0.9286
H 0.6039 -1.5835 -0.0995
H 0.7293 -1.3222 -1.6786
*
```

Kohn-Sham gap: 7.023 eV
LUMO: -1.347 eV
energy above the lowest of the compared OMol25 structures with the same formula, charge and spin: 765.9 kJ/mol

Mulliken atomic charge list, values in e, 6 entries: -0.61 -0.63 -0.48 0.48 0.47 0.53

6.
The following is a DFT calculation (ωB97M-V with the def2-TZVPD basis set) of C4H5NO as an isolated structure.

Structure (ORCA input):
```
! wB97M-V def2-TZVPD RIJCOSX def2/J DEFGRID3
* xyz 0 1
O -1.3264 0.4125 -0.9988
N 0.9115 0.9488 -0.3307
C -0.2387 -0.8918 0.4954
C -0.0634 0.0668 -0.9296
C 0.5918 0.3512 0.9721
C 0.1120 -1.3557 -0.7441
H -0.0156 0.9827 1.6244
H -0.4892 -2.0801 -1.2831
H -1.5206 -0.3436 0.0794
H 0.5588 1.8982 -0.3951
H 1.4797 0.0110 1.5100
*
```

Kohn-Sham gap: 8.820 eV
LUMO: -0.174 eV
energy above the lowest of the compared OMol25 structures with the same formula, charge and spin: 647.6 kJ/mol

Mulliken atomic charge list, values in e, 6 entries: -0.52 -0.51 -0.41 0.69 -0.41 -0.19